Below is 9 unconnected molecules or ions with the total composition C65H54BrN2O20P2 at a distorted geometry, with properties calculated with ωB97M-V/def2-TZVPD.

Output
gap between HOMO and LUMO = 5.9 eV
E_tot = -7379.1861 hartree
charge = +1
lowest unoccupied orbital energy = -0.1673 Eh
HOMO level = -10.438 eV
M = 1324.99 g/mol

Last column: Mulliken charge in e.
Geometry (Å):
C 0.513 8.522 0.212  -0.765
C 0.117 8.049 -1.332  0.366
C 0.354 9.205 -2.504  -0.690
C -0.017 8.756 -4.043  -0.345
C -0.614 7.240 -4.394  -0.537
C -0.855 6.074 -3.224  -0.257
C -0.468 6.521 -1.680  0.744
C -0.575 5.511 -0.363  -1.082
N -0.573 4.028 -0.810  1.012
N 0.674 3.502 -0.857  -0.887
C 0.825 2.079 -1.238  -0.272
C 2.382 1.470 -1.299  -0.343
C 2.728 1.378 -2.927  0.029
O 3.367 0.290 -3.423  -0.479
C -0.507 1.207 -1.571  0.423
C -0.331 -0.398 -1.947  -0.819
C -0.528 -1.395 -0.647  0.116
C 0.732 -1.375 0.415  -0.884
Br -2.220 -1.105 0.380  -0.093
C -2.008 1.881 -1.541  -0.158
C -1.940 3.494 -1.100  0.568
P -3.608 4.444 -1.023  0.021
P -5.262 3.036 -0.556  0.718
O -6.109 2.668 -1.869  -0.464
O -4.696 1.554 0.199  -0.409
O -6.391 3.748 0.616  -0.480
H 1.646 8.385 0.470  0.281
H -0.132 7.918 1.010  0.064
H 0.250 9.665 0.378  0.361
H 0.800 10.279 -2.238  0.605
H 0.180 9.562 -4.895  0.248
H -0.820 7.024 -5.526  0.268
H -1.274 4.985 -3.476  0.168
H -1.458 5.768 0.358  0.171
H 0.421 5.727 0.260  0.407
H 2.465 0.381 -0.882  0.025
H 3.176 2.223 -0.856  0.427
H 2.494 2.231 -3.701  0.329
H -1.147 -0.675 -2.747  0.329
H 0.735 -0.578 -2.395  0.361
H -0.577 -2.505 -1.076  0.251
H 0.486 -2.035 1.362  0.165
H 1.734 -1.718 -0.136  0.274
H 0.912 -0.276 0.831  0.243
H -3.016 1.334 -1.794  0.419
H -3.588 5.330 0.148  0.064
H -3.790 1.680 0.615  0.318
H -5.775 4.113 1.342  0.325
C -1.046 -4.768 3.308  -0.265
C -1.020 -5.604 4.351  -0.223
C -0.178 -6.816 4.340  0.200
O -0.155 -7.582 5.294  -0.548
C 0.634 -7.070 3.133  -0.604
C 0.607 -6.235 2.090  -0.068
C -0.234 -5.022 2.101  0.056
O -0.258 -4.256 1.147  -0.386
H -1.658 -3.875 3.299  0.287
H -1.609 -5.431 5.244  0.475
H 1.246 -7.963 3.142  0.535
H 1.196 -6.407 1.197  0.569
C 1.380 -8.170 -3.527  -0.299
C 2.009 -7.537 -2.532  -0.533
C 1.270 -6.689 -1.576  0.546
O 1.845 -6.108 -0.666  -0.691
C -0.190 -6.569 -1.762  -0.102
C -0.818 -7.202 -2.757  -0.424
C -0.079 -8.050 -3.713  0.243
O -0.654 -8.632 -4.623  -0.555
H 1.908 -8.796 -4.238  0.462
H 3.079 -7.616 -2.382  0.465
H -0.717 -5.944 -1.051  0.369
H -1.889 -7.124 -2.907  0.453
C 2.369 -10.968 -1.077  -0.031
C 2.396 -11.803 -0.034  -0.315
C 3.237 -13.016 -0.045  0.373
O 3.261 -13.782 0.909  -0.621
C 4.049 -13.269 -1.252  -0.499
C 4.023 -12.434 -2.295  -0.494
C 3.181 -11.221 -2.284  0.406
O 3.158 -10.455 -3.238  -0.529
H 1.757 -10.074 -1.086  0.402
H 1.806 -11.631 0.859  0.448
H 4.661 -14.163 -1.243  0.430
H 4.612 -12.606 -3.188  0.427
C -1.607 8.629 5.785  -0.406
C -1.381 8.026 4.614  -0.306
C -0.023 7.951 4.040  0.471
O 0.184 7.401 2.967  -0.540
C 1.075 8.568 4.810  -0.326
C 0.849 9.171 5.981  -0.360
C -0.509 9.245 6.555  0.308
O -0.716 9.796 7.628  -0.531
H -2.597 8.693 6.220  0.408
H -2.176 7.568 4.037  0.412
H 2.065 8.504 4.375  0.426
H 1.644 9.628 6.558  0.407
C 0.210 14.362 -4.596  -0.408
C 0.340 13.190 -3.965  -0.191
C 0.910 13.111 -2.606  0.506
O 1.031 12.039 -2.029  -0.540
C 1.329 14.375 -1.970  -0.420
C 1.199 15.547 -2.600  -0.372
C 0.629 15.626 -3.959  0.280
O 0.508 16.698 -4.536  -0.529
H -0.205 14.438 -5.593  0.427
H 0.037 12.254 -4.418  0.313
H 1.744 14.300 -0.972  0.417
H 1.503 16.483 -2.147  0.403
C -3.011 -0.537 4.259  -0.271
C -2.881 -1.708 4.889  -0.272
C -2.311 -1.788 6.248  0.350
O -2.190 -2.860 6.825  -0.541
C -1.892 -0.523 6.885  -0.366
C -2.022 0.648 6.255  -0.417
C -2.592 0.728 4.895  0.312
O -2.713 1.800 4.318  -0.586
H -3.426 -0.461 3.261  0.494
H -3.184 -2.645 4.436  0.457
H -1.477 -0.599 7.882  0.430
H -1.718 1.584 6.708  0.411
C 5.745 -12.964 4.215  -0.471
C 5.200 -12.380 3.143  -0.057
C 5.792 -11.164 2.549  0.451
O 5.293 -10.628 1.569  -0.510
C 7.008 -10.621 3.185  -0.398
C 7.553 -11.205 4.256  -0.341
C 6.962 -12.420 4.850  0.325
O 7.461 -12.956 5.830  -0.547
H 5.323 -13.855 4.663  0.434
H 4.308 -12.767 2.665  0.297
H 7.430 -9.729 2.736  0.414
H 8.445 -10.817 4.734  0.407
C -4.634 -0.138 -6.625  -0.435
C -4.006 0.495 -5.629  -0.320
C -4.745 1.343 -4.673  0.244
O -4.170 1.925 -3.763  -0.297
C -6.205 1.463 -4.859  -0.236
C -6.833 0.830 -5.854  -0.390
C -6.094 -0.018 -6.810  0.286
O -6.669 -0.599 -7.720  -0.540
H -4.107 -0.763 -7.335  0.418
H -2.936 0.417 -5.480  0.408
H -6.732 2.089 -4.149  0.491
H -7.903 0.909 -6.004  0.421


Below is 12 unconnected molecules or ions with the total composition C16H19Cl33N3O3P at a distorted geometry, with properties calculated with ωB97M-V/def2-TZVPD.

Output
gap between HOMO and LUMO = 8.1 eV
E_tot = -16538.5061 hartree
SMILES = NP(O)[C@H]1NC(=O)C[C@H]1N=C=O.ClC(Cl)Cl.ClC(Cl)Cl.ClC(Cl)Cl.ClC(Cl)Cl.ClC(Cl)Cl.ClC(Cl)Cl.ClC(Cl)Cl.ClC(Cl)Cl.ClC(Cl)Cl.ClC(Cl)Cl.ClC(Cl)Cl
lowest unoccupied orbital energy = -0.0395 Eh
HOMO level = -9.147 eV
M = 1502.27 g/mol

Last column: Mulliken charge in e.
Geometry (Å):
N 0.235 2.718 -0.504  -0.597
P -0.099 1.614 -1.896  0.140
O 1.505 1.349 -2.594  -0.453
C -0.679 -0.096 -1.274  -0.210
N -0.474 -0.320 0.223  -0.078
C -0.879 -1.798 0.399  0.387
O -0.327 -2.686 1.257  -0.592
C -2.111 -2.044 -0.705  -0.337
C -2.249 -0.549 -1.440  0.106
N -3.268 0.111 -0.487  -0.232
C -3.992 1.052 -1.227  0.574
O -4.520 2.248 -1.609  -0.535
H -0.531 2.631 0.200  0.312
H 1.110 2.318 -0.065  0.222
H 1.488 1.499 -3.585  0.318
H 0.090 -0.853 -1.729  0.356
H 0.456 -0.053 0.614  0.032
H -1.963 -2.956 -1.461  0.300
H -3.136 -2.377 -0.191  -0.131
H -2.601 -0.804 -2.528  0.460
C -5.593 -1.398 1.963  0.710
Cl -4.862 -0.816 3.468  -0.095
Cl -4.946 -2.990 1.532  -0.171
Cl -7.357 -1.462 2.111  -0.140
H -5.340 -0.696 1.164  -0.307
C 3.348 -1.883 2.853  -0.111
Cl 2.728 -0.468 1.986  -0.064
Cl 2.279 -2.302 4.203  0.025
Cl 3.526 -3.259 1.751  -0.134
H 4.333 -1.636 3.257  0.262
C 4.987 0.626 -2.696  -0.172
Cl 4.985 -0.811 -3.733  -0.050
Cl 4.138 0.297 -1.175  0.029
Cl 6.645 1.162 -2.378  -0.099
H 4.459 1.428 -3.218  0.289
C 6.506 3.176 1.085  -0.047
Cl 5.187 2.097 1.569  0.009
Cl 6.944 4.260 2.417  -0.134
Cl 7.914 2.240 0.557  -0.121
H 6.163 3.785 0.245  0.304
C -1.247 -1.712 6.425  0.154
Cl -2.617 -2.713 5.915  -0.115
Cl -1.528 -1.052 8.045  -0.122
Cl 0.256 -2.649 6.387  -0.121
H -1.151 -0.878 5.725  0.201
C 5.121 0.214 5.925  -0.076
Cl 3.632 -0.454 6.615  -0.062
Cl 4.822 0.849 4.298  -0.053
Cl 5.782 1.478 6.975  -0.133
H 5.857 -0.591 5.850  0.306
C 5.018 -4.128 -6.644  -0.026
Cl 5.407 -3.131 -8.056  -0.124
Cl 6.407 -4.223 -5.548  -0.068
Cl 3.601 -3.483 -5.798  -0.113
H 4.782 -5.138 -6.990  0.328
C -5.147 3.432 1.827  -0.084
Cl -6.517 2.430 1.317  -0.046
Cl -5.428 4.092 3.447  -0.125
Cl -3.644 2.495 1.789  -0.061
H -5.051 4.266 1.128  0.305
C 8.349 -4.203 -1.832  -0.089
Cl 7.841 -5.834 -2.302  -0.114
Cl 9.955 -3.839 -2.485  -0.123
Cl 7.168 -3.001 -2.380  -0.001
H 8.402 -4.160 -0.741  0.331
C -6.589 2.125 -4.144  0.551
Cl -7.877 3.329 -4.323  -0.157
Cl -7.274 0.531 -3.783  -0.141
Cl -5.593 2.057 -5.607  -0.135
H -5.953 2.423 -3.307  -0.119
C -10.123 3.826 -1.320  0.541
Cl -9.198 2.778 -0.230  -0.085
Cl -11.754 3.181 -1.567  -0.132
Cl -10.196 5.477 -0.681  -0.134
H -9.613 3.853 -2.286  -0.184


Below is a molecular structure, C24H14Cl2IrN5O4 at a distorted geometry, with properties calculated with ωB97M-V/def2-TZVPD.

Output
gap between HOMO and LUMO (alpha / beta) = 7.1 / 6.0 eV
E_tot = -2522.3165 hartree
charge = +1
lowest unoccupied orbital energy (alpha / beta) = -0.1341 / -0.2005 Eh
HOMO level (alpha / beta) = -10.708 / -11.490 eV
M = 699.53 g/mol
⟨S²⟩ = 0.77
multiplicity = 2

Last column: Mulliken spin population.
Geometry (Å):
Ir -0.005 -0.094 0.316  0.054
Cl 1.499 -6.614 -0.861  0.015
C 0.710 -5.097 -0.887  0.049
C 0.977 -4.194 0.101  -0.011
C 0.341 -2.933 0.067  0.211
N 0.488 -1.920 0.959  0.190
C 1.350 -1.976 2.056  -0.034
O 1.858 -2.967 2.514  0.080
C 1.620 -0.615 2.641  -0.002
C 2.647 -0.422 3.540  0.001
C 2.854 0.853 4.040  -0.001
C 2.005 1.879 3.647  0.001
C 1.000 1.604 2.743  -0.002
N 0.815 0.378 2.235  0.002
C -0.514 -2.607 -1.039  0.161
C -0.807 -3.560 -2.020  -0.062
C -0.208 -4.790 -1.942  0.125
Cl -0.553 -5.957 -3.139  0.030
N -1.016 -1.343 -0.934  0.113
C -2.137 -0.886 -1.582  -0.029
O -2.756 -1.400 -2.482  0.086
C -2.655 0.307 -0.825  0.002
C -3.756 1.016 -1.259  0.002
C -4.247 2.041 -0.466  0.003
C -3.624 2.304 0.745  0.000
C -2.505 1.572 1.096  0.006
N -2.017 0.590 0.328  -0.002
H 1.662 -4.440 0.893  0.000
H 3.258 -1.268 3.821  0.000
H 3.661 1.044 4.734  0.000
H 2.120 2.883 4.031  0.000
H 0.310 2.371 2.418  0.000
H -1.478 -3.323 -2.829  -0.002
H -4.209 0.736 -2.200  0.001
H -5.107 2.617 -0.781  0.000
H -3.996 3.062 1.418  0.000
H -1.994 1.740 2.035  0.001
O 3.363 0.046 -1.797  0.000
C 2.358 0.317 -1.199  0.000
O 1.934 -0.308 -0.118  0.010
C 1.492 1.490 -1.570  0.000
C 1.921 2.421 -2.496  0.002
C 1.147 3.542 -2.729  -0.001
C -0.037 3.689 -2.023  0.000
C -0.415 2.709 -1.127  -0.002
N 0.331 1.618 -0.897  0.004
H 2.859 2.236 -2.999  0.000
H 1.461 4.292 -3.442  0.000
H -0.669 4.555 -2.160  0.000
H -1.336 2.804 -0.577  0.000


Below is a molecular structure, C29H28ClHfN3SbSe4, with properties calculated with ωB97M-V/def2-TZVPD.

Output
gap between HOMO and LUMO = 6.3 eV
E_tot = -11640.5980 hartree
charge = -1
lowest unoccupied orbital energy = 0.0698 Eh
HOMO level = -4.357 eV
M = 1070.11 g/mol

Last column: Mulliken charge in e.
Geometry (Å):
Hf -1.913 -0.249 -0.660  0.064
C 5.082 0.688 0.395  -1.406
C 4.735 -0.355 1.415  0.505
C 5.668 -0.796 2.343  -0.696
C 5.351 -1.759 3.289  -0.696
C 4.083 -2.316 3.298  -0.811
C 3.138 -1.910 2.370  0.109
C 3.452 -0.919 1.446  0.062
N 2.522 -0.480 0.477  0.318
C 1.160 -0.342 0.622  0.301
N 0.759 -0.148 1.889  0.025
C -0.543 -0.153 2.454  1.345
C -1.659 -0.258 1.643  -0.901
C -2.888 -0.281 2.328  -0.120
C -2.984 -0.218 3.705  -1.443
C -1.826 -0.095 4.465  -0.593
C -0.585 -0.058 3.858  0.933
C 0.665 0.082 4.684  -1.444
N 0.388 -0.331 -0.442  0.655
C 1.128 -0.476 -1.672  -0.946
C 1.340 -1.738 -2.199  -0.016
C 2.049 -1.879 -3.380  -0.957
C 2.562 -0.759 -4.013  -0.681
C 2.353 0.502 -3.470  -1.129
C 1.633 0.668 -2.293  2.078
C 1.345 2.032 -1.739  -1.273
H 6.076 1.090 0.581  0.409
H 4.364 1.510 0.411  0.253
H 5.074 0.282 -0.619  0.334
H 6.661 -0.364 2.325  0.363
H 6.092 -2.076 4.009  0.393
H 3.827 -3.085 4.015  0.420
H 2.160 -2.371 2.351  0.638
H 2.837 -0.479 -0.484  0.176
H 1.517 -0.097 2.549  -0.021
H -3.813 -0.368 1.758  0.299
H -3.951 -0.254 4.190  0.403
H -1.884 -0.030 5.545  0.311
H 0.412 0.149 5.741  0.379
H 1.230 0.984 4.429  0.368
H 1.342 -0.770 4.570  0.266
H 0.893 -2.605 -1.726  0.580
H 2.153 -2.862 -3.816  0.443
H 3.104 -0.860 -4.942  0.416
H 2.730 1.378 -3.981  0.414
H 1.707 2.803 -2.418  0.482
H 1.816 2.192 -0.765  0.192
H 0.269 2.175 -1.602  0.066
Se -1.286 -4.038 -3.682  -0.630
Sb -2.872 -2.324 -3.100  0.751
Se -1.680 -0.025 -3.227  -0.590
Se -3.229 -2.444 -0.540  -0.533
Se -4.993 -2.195 -4.195  -0.616
Cl -7.417 1.846 -4.489  -0.274
C -6.158 1.840 -3.278  0.508
C -6.205 0.929 -2.242  -0.980
C -5.195 0.938 -1.291  0.101
C -4.121 1.826 -1.367  0.608
C -2.988 1.737 -0.394  -1.415
C -4.112 2.734 -2.430  -0.381
C -5.116 2.748 -3.381  -0.738
H -6.999 0.197 -2.194  0.395
H -5.229 0.196 -0.497  0.260
H -3.364 1.793 0.635  0.554
H -2.292 2.577 -0.528  0.415
H -3.283 3.425 -2.528  0.307
H -5.091 3.447 -4.205  0.389